Record 1
{"formula": "C10H9N", "method": "ωB97M-V with the def2-TZVPD basis set", "e_above_lowest_kj_mol": 403.49, "orbital_gap_ev": 8.83, "charge": 0, "smiles": "c1ccc(-c2ccc[nH]2)cc1", "symbols": ["C", "C", "N", "C", "C", "H", "H", "C", "C", "C", "H", "H", "C", "H", "C", "H", "H", "H", "C", "H"], "xyz": [[1.304422, -1.512169, -1.959993], [0.335433, -0.073162, -0.277499], [-1.689324, 1.001352, 0.630809], [-1.901671, 0.044614, 2.711900], [-0.741207, -0.447417, 2.049547], [-3.247645, 1.660791, 1.774175], [0.070477, -1.339745, 2.368244], [-0.625238, 0.129050, 0.858855], [2.038699, 0.716170, -1.765083], [1.141683, 0.923000, -0.733275], [2.891881, 1.451188, -1.907578], [-0.354932, -2.003265, -0.474756], [0.478428, -1.369309, -0.904430], [-2.273887, -0.084857, 3.651486], [2.205488, -0.552507, -2.332789], [-1.605251, 1.485361, -0.085387], [1.219152, 1.689347, -0.337299], [1.497818, -2.616018, -2.416476], [-2.456580, 1.015569, 1.699194], [2.950910, -0.495304, -3.066644]], "atomic_forces_ev_per_a": [[1.9, -5.2, -1.8], [-0.1, -2.0, 0.1], [2.0, -6.7, 7.6], [-0.2, 3.3, -5.7], [1.9, -3.6, 2.8], [-1.9, 1.3, 0.3], [-2.6, 2.8, -0.6], [0.5, 0.8, -3.3], [2.2, -0.4, 0.2], [-0.4, -11.2, -6.5], [-1.5, -0.6, -0.2], [1.6, -0.3, -1.1], [-3.5, 2.1, 2.6], [-0.9, -0.5, 2.2], [-1.1, 3.2, 0.7], [-0.1, 6.0, -8.1], [0.7, 13.1, 6.9], [-0.9, 2.7, 1.0], [1.5, -3.3, 4.1], [0.9, -1.3, -1.1]], "nbo_charge": [-0.207, -0.020, -0.458, -0.315, -0.259, 0.199, 0.230, 0.042, -0.180, -0.199, 0.206, 0.235, -0.214, 0.216, -0.227, 0.387, 0.168, 0.213, -0.040, 0.221]}

Record 2
{"formula": "C4H9NO", "method": "ωB97M-V with the def2-TZVPD basis set", "e_above_lowest_kj_mol": 243.00, "orbital_gap_ev": 10.61, "charge": 0, "smiles": "C=NC.CC=O", "symbols": ["C", "N", "H", "H", "H", "C", "C", "H", "O", "H", "C", "H", "H", "H", "H"], "xyz": [[1.611614, 2.379457, 1.375206], [-1.711111, -1.854150, -1.077774], [-2.854211, -3.544495, -1.149630], [-0.911816, -0.184607, -0.230254], [1.375319, 2.854792, 2.340604], [-1.167163, -1.233138, -0.128829], [1.771490, 3.063596, 0.056877], [2.804778, 3.290699, -0.200417], [1.861835, 1.198154, 1.464082], [1.323095, 2.450340, -0.719130], [-1.823086, -3.281712, -0.942143], [-1.133708, -3.764792, -1.634745], [-1.488041, -3.736163, 0.006847], [1.279744, 4.039747, -0.011789], [-0.938738, -1.677727, 0.851094]], "atomic_forces_ev_per_a": [[1.0, -1.2, 0.4], [0.8, 0.1, 0.1], [0.0, -0.4, -0.1], [-0.2, 0.2, -0.1], [-0.3, 0.8, -0.4], [-0.1, 0.2, 0.4], [-0.8, 1.3, -0.4], [0.2, -0.4, 0.2], [-0.3, -0.1, -0.1], [0.2, -0.3, -0.1], [0.1, -0.6, 0.3], [-0.4, 0.1, -0.6], [-0.4, 0.6, 0.3], [-0.1, -0.1, 0.3], [0.2, -0.2, -0.2]], "nbo_charge": [0.417, -0.387, 0.205, 0.166, 0.126, -0.053, -0.728, 0.248, -0.523, 0.243, -0.447, 0.208, 0.167, 0.219, 0.139]}

Record 3
{"formula": "CuH8O4", "method": "ωB97M-V with the def2-TZVPD basis set", "e_above_lowest_kj_mol": 106.07, "orbital_gap_ev": 8.26, "charge": 1, "symbols": ["H", "O", "H", "O", "H", "O", "H", "H", "H", "O", "H", "Cu", "H"], "xyz": [[-2.066752, 1.351563, -0.527329], [1.370630, 1.001288, 0.918016], [0.936355, 1.747389, 1.335811], [-1.184023, 1.180647, -0.854357], [-0.831338, 2.050840, -0.874846], [-0.906922, -1.197558, 0.867399], [-1.699826, -1.213441, 1.397343], [0.613636, -1.213395, -1.938126], [-1.050277, -1.801036, 0.113356], [1.087952, -0.944742, -1.165238], [2.055486, 0.618643, 1.466474], [0.063882, 0.053408, 0.067050], [1.611196, -1.633607, -0.805554]], "atomic_forces_ev_per_a": [[-0.6, -0.3, 0.1], [1.7, 1.6, 0.7], [0.6, 0.2, 0.6], [-1.5, 0.5, -0.8], [0.7, 1.4, -0.5], [-2.0, -3.5, 0.8], [-0.5, -0.1, 0.3], [0.0, -0.6, -0.9], [-0.3, -0.1, 0.8], [0.6, 0.3, -1.2], [0.1, 0.3, 0.5], [0.2, 1.6, -0.4], [0.8, -1.3, 0.0]], "nbo_charge": [0.501, -0.990, 0.509, -0.966, 0.496, -0.988, 0.513, 0.508, 0.503, -0.988, 0.518, 0.878, 0.507]}